Record 1
The following is a DFT calculation (ωB97M-V/def2-TZVPD) of a structure of composition C30H70BeN10O14S at a distorted geometry.

Geometry as ORCA input:
```
! RIJCOSX wB97M-V def2-TZVPD def2/J DEFGRID3
* xyz 0 1
Be -2.4626 -0.6471 4.3598
S -0.6102 -0.0114 0.4486
O -0.6733 -1.0922 -0.5189
O 0.1221 1.1355 -0.0512
O -1.9789 0.3615 0.8472
O 0.0267 -0.4881 1.6829
C 1.9820 -4.6169 -3.9330
O 1.9463 -5.9146 -3.8343
N 2.6386 -3.9594 -4.8827
C 2.7623 -2.4798 -4.8657
C 3.2291 -4.6354 -6.0361
H 1.4597 -3.9611 -3.2193
H 2.1848 -1.9757 -5.6407
H 3.8148 -2.2100 -4.9522
H 2.4893 -1.9963 -3.9277
H 4.2611 -4.3352 -6.2175
H 3.1550 -5.7223 -6.0026
H 2.6835 -4.3953 -6.9486
C 2.6387 6.2723 3.2346
O 3.1331 6.6483 2.1381
N 2.8165 5.0591 3.7651
C 2.4446 4.6724 5.1699
C 3.5408 3.9553 3.0871
H 2.0871 6.9536 3.9007
H 3.4110 4.4586 5.6265
H 1.7630 3.8242 5.2351
H 1.9346 5.4626 5.7208
H 4.4086 3.7732 3.7211
H 2.9442 3.0550 2.9399
H 3.9134 4.2562 2.1080
C -2.5798 4.9565 3.1464
O -2.7385 4.1890 4.1397
N -3.2952 6.0649 2.9343
C -3.0097 7.0427 1.8396
C -4.4066 6.4256 3.7392
H -1.8563 4.8303 2.3262
H -3.7382 7.0978 1.0306
H -2.0605 6.8239 1.3505
H -2.8952 8.0439 2.2550
H -5.3363 6.2775 3.1899
H -4.4877 5.8923 4.6864
H -4.4483 7.4677 4.0559
C -3.0954 -4.2986 -6.6905
O -3.5637 -5.2716 -7.2648
N -3.4990 -3.0242 -6.9365
C -4.3730 -2.5627 -7.9954
C -2.9623 -1.8907 -6.2451
H -2.5133 -4.3270 -5.7564
H -4.7942 -3.4194 -8.5215
H -3.8287 -1.9992 -8.7532
H -5.1858 -2.0209 -7.5117
H -2.4274 -1.2615 -6.9566
H -3.5166 -1.3395 -5.4854
H -2.1024 -2.1912 -5.6465
C -5.6979 -3.9983 0.6387
O -5.2578 -3.7778 1.7748
N -6.8723 -4.5854 0.3067
C -7.2841 -4.7312 -1.1196
C -7.7721 -5.1754 1.2742
H -5.2610 -3.7575 -0.3427
H -8.2696 -4.2934 -1.2785
H -7.2679 -5.7830 -1.4053
H -6.6299 -4.2842 -1.8682
H -7.6755 -4.9086 2.3266
H -8.7799 -4.8948 0.9681
H -7.7515 -6.2650 1.2520
C 0.3885 -5.4477 3.4041
O 0.0914 -4.6174 4.2897
N 1.4589 -6.2157 3.4670
C 1.5986 -7.2987 2.5866
C 2.6037 -5.9037 4.2432
H -0.2148 -5.5846 2.4933
H 2.1988 -8.1240 2.9696
H 2.2221 -6.9891 1.7479
H 0.6108 -7.6553 2.2948
H 3.4405 -5.7043 3.5739
H 2.4555 -5.0824 4.9443
H 2.9237 -6.7459 4.8567
C 3.2048 4.7342 -3.6861
O 3.6293 5.8050 -3.2306
N 3.3857 4.3751 -4.9790
C 2.5209 3.4466 -5.6304
C 4.3595 4.9811 -5.8817
H 2.5623 4.0049 -3.1690
H 3.1561 2.6791 -6.0726
H 1.8775 3.8730 -6.4000
H 1.9759 2.8531 -4.8964
H 3.8403 5.3356 -6.7721
H 5.0231 5.7509 -5.4876
H 5.1619 4.3122 -6.1925
C 1.1281 -0.5605 8.5696
O 0.2293 -0.3595 7.8275
N 2.4283 -0.5960 8.2171
C 3.4555 -0.7519 9.2159
C 2.8487 -0.3555 6.8809
H 1.0258 -0.7603 9.6475
H 3.1767 -1.1901 10.1742
H 3.9879 0.1857 9.3756
H 4.2866 -1.3746 8.8848
H 2.0420 -0.0739 6.2041
H 3.4987 0.5131 6.7754
H 3.3762 -1.1863 6.4124
C 5.9620 0.2315 -1.0068
O 6.8587 0.8189 -1.6309
N 6.2113 -0.7254 -0.1015
C 5.1260 -1.3954 0.5866
C 7.5372 -1.1456 0.2915
H 4.8784 0.3952 -1.1133
H 5.1753 -1.1874 1.6554
H 5.1881 -2.4646 0.3839
H 4.1302 -1.2008 0.1886
H 8.2581 -0.7616 -0.4302
H 7.8670 -0.7595 1.2560
H 7.6656 -2.2281 0.2947
C -5.5622 2.1471 -2.0168
O -6.7419 1.7646 -1.9209
N -5.1858 3.4541 -2.1007
C -6.1607 4.6139 -1.8528
C -3.7734 3.8137 -2.0999
H -4.7466 1.4075 -2.0054
H -6.2370 4.7026 -0.7691
H -7.1710 4.3472 -2.1631
H -5.8770 5.6177 -2.1690
H -3.0917 2.9633 -2.1078
H -3.5760 4.3900 -3.0038
H -3.5258 4.4300 -1.2357
*
```

HOMO level in eV: -8.8
HOMO-LUMO gap in eV: 3.35
E_tot in hartree: -3198.50480
Lowest unoccupied orbital energy in eV: -5.46

=====

Record 2
The following is a DFT calculation (ωB97M-V/def2-TZVPD) of an isolated molecule of CH3NOS at a distorted geometry.

Geometry as ORCA input:
```
! RIJCOSX wB97M-V def2-TZVPD def2/J DEFGRID3
* xyz 0 1
C -1.2858 0.0678 0.1294
S 0.7170 0.4358 -0.5191
N 2.2980 0.0914 -0.3131
O 2.9489 -0.7075 0.2767
H -1.5865 0.6902 0.9282
H -1.7741 0.4549 -0.8306
H -1.3175 -1.0326 0.3285
*
```

HOMO level in eV: -9.1
HOMO-LUMO gap in eV: 8.71
SMILES: CSN=O
E_tot in hartree: -567.93694
Lowest unoccupied orbital energy in eV: -0.38

=====

Record 3
The following is a DFT calculation (ωB97M-V/def2-TZVPD) of a structure of composition C38H37N4O2P2PdS.

Geometry as ORCA input:
```
! RIJCOSX wB97M-V def2-TZVPD def2/J DEFGRID3
* xyz -1 1
Pd 0.5485 -0.7812 0.2441
C 1.3941 2.2177 0.9811
C -0.0880 2.1865 1.3663
P -1.0248 0.9812 0.3133
C -0.9793 1.8009 -1.3386
C -0.8298 3.1716 -1.5447
C -0.7634 3.6951 -2.8303
C -0.8648 2.8537 -3.9310
C -1.0339 1.4888 -3.7399
C -1.0820 0.9688 -2.4533
C -2.7378 1.3863 0.8413
C -3.0652 1.2218 2.1912
C -4.3593 1.4372 2.6424
C -5.3585 1.8018 1.7494
C -5.0519 1.9423 0.4030
C -3.7540 1.7344 -0.0487
P 2.2429 0.5918 1.3162
C 2.1787 0.5609 3.1643
C 2.2221 1.7025 3.9655
C 2.1770 1.6066 5.3494
C 2.1022 0.3595 5.9593
C 2.0716 -0.7858 5.1774
C 2.1036 -0.6806 3.7911
C 3.9868 1.1762 1.1089
C 4.9698 0.9353 2.0717
C 6.2776 1.3645 1.8809
C 6.6297 2.0400 0.7201
C 5.6666 2.2632 -0.2553
C 4.3618 1.8277 -0.0697
H 1.9159 3.0258 1.4976
H 1.5043 2.3863 -0.0918
H -0.5352 3.1827 1.3182
H -0.1955 1.8352 2.3949
H -0.7610 3.8422 -0.6956
H -0.6302 4.7613 -2.9733
H -0.8031 3.2583 -4.9348
H -1.1049 0.8270 -4.5961
H -1.1740 -0.0998 -2.2935
H -2.3012 0.8923 2.8875
H -4.5928 1.3061 3.6925
H -6.3713 1.9650 2.0991
H -5.8290 2.2116 -0.3027
H -3.5322 1.8466 -1.1026
H 2.3015 2.6828 3.5096
H 2.2022 2.5059 5.9540
H 2.0596 0.2842 7.0401
H 1.9994 -1.7614 5.6422
H 2.0346 -1.5708 3.1815
H 4.7115 0.4146 2.9860
H 7.0231 1.1715 2.6437
H 7.6473 2.3839 0.5750
H 5.9378 2.7732 -1.1727
H 3.6313 1.9566 -0.8592
C 0.3074 -3.2538 -5.1801
N 0.9301 -2.2817 -4.3000
C 1.7296 -1.2940 -4.8054
C 2.2561 -0.3536 -4.0162
C 1.9097 -0.3447 -2.5939
O 2.2647 0.6018 -1.8908
N 1.1907 -1.4162 -2.0964
C 0.7176 -2.3669 -2.9110
O 0.0539 -3.3457 -2.5014
H 0.9550 -3.4339 -6.0388
H -0.6643 -2.9037 -5.5381
H 0.1580 -4.1766 -4.6314
H 1.9074 -1.3333 -5.8735
H 2.8912 0.4274 -4.4063
N 0.6342 -3.4132 0.4909
C -0.4867 -2.6265 0.7793
S -0.7293 -2.1138 2.3866
N -1.4755 -2.7641 -0.1983
C -2.8357 -3.0388 -0.1000
C -3.6287 -2.8273 1.0320
C -4.9850 -3.1215 0.9920
C -5.5901 -3.6112 -0.1571
C -4.8063 -3.8059 -1.2891
C -3.4518 -3.5241 -1.2646
H 1.4574 -3.1418 1.0024
H 0.7900 -3.5841 -0.4984
H -1.0752 -3.0266 -1.0963
H -3.1748 -2.4250 1.9249
H -5.5834 -2.9496 1.8795
H -6.6506 -3.8312 -0.1763
H -5.2523 -4.1864 -2.2009
H -2.8415 -3.6840 -2.1484
*
```

HOMO level in eV: -3.5
HOMO-LUMO gap in eV: 6.14
E_tot in hartree: -3048.69625
Lowest unoccupied orbital energy in eV: 2.67

=====

Record 4
The following is a DFT calculation (ωB97M-V/def2-TZVPD) of a structure of composition C48H53BrN3OScSi4.

Geometry as ORCA input:
```
! RIJCOSX wB97M-V def2-TZVPD def2/J DEFGRID3
* xyz 0 1
Sc -0.1069 0.2007 -0.0299
Br 0.9228 -3.5531 -6.7975
C 0.4972 -2.5602 -5.2457
C -0.2746 -3.1452 -4.2404
C -0.5894 -2.4406 -3.0989
C -0.1484 -1.1229 -2.9345
O -0.4375 -0.4392 -1.8488
C 0.6439 -0.5370 -3.9548
C 1.2498 0.7718 -3.7979
N 0.9982 1.5290 -2.7979
C 0.3161 3.8035 -2.4864
C 0.0742 4.1883 -3.9222
C -1.0454 4.8947 -4.1980
C -2.1058 5.0162 -3.2581
C -2.1625 4.0672 -2.2392
C -3.3496 3.7166 -1.5438
C -3.4141 2.5550 -0.8199
C -2.2732 1.7668 -0.7107
N -1.0864 2.1582 -1.1833
C -0.9981 3.2795 -1.9113
C 0.9611 -1.2757 -5.1036
H -0.6221 -4.1631 -4.3571
H -1.1715 -2.8939 -2.3064
H 1.9882 1.1061 -4.5214
H 0.8658 4.0465 -4.6500
H -1.1734 5.3269 -5.1857
H -3.0005 5.5698 -3.5102
H -4.2322 4.3322 -1.6714
H -4.3403 2.2305 -0.3613
H -2.3531 0.7847 -0.2404
H 1.5791 -0.8290 -5.8726
C 4.7875 -0.5311 0.5479
Si 3.2840 -0.2230 -0.5509
C 2.4336 -1.8622 -0.9142
C 4.1120 0.2802 -2.1696
C 2.0510 0.9899 0.1656
Si 2.1433 2.7285 -0.5086
C 1.1989 3.9833 0.5296
C 1.4900 2.8197 -2.3489
C 3.8707 3.4696 -0.5979
Si 2.1258 1.0307 2.0138
C 3.4897 2.0310 2.8256
C 2.0827 -0.6724 2.8198
C 0.4590 1.7419 2.6109
C 0.3275 2.4677 3.7895
C -0.9210 2.8782 4.2209
C -2.0291 2.5330 3.4673
C -1.8382 1.8052 2.3102
N -0.6312 1.4289 1.8704
H 5.5038 -1.1334 -0.0183
H 4.5798 -1.0639 1.4759
H 5.2888 0.4064 0.8027
H 2.0855 -1.8983 -1.9503
H 1.5704 -2.0824 -0.2776
H 3.1148 -2.7068 -0.7765
H 4.7944 -0.5350 -2.4296
H 4.7157 1.1840 -2.0852
H 3.4321 0.3987 -3.0117
H 0.1575 3.7287 0.7166
H 1.2207 4.9613 0.0440
H 1.7014 4.1058 1.4933
H 0.2147 1.2647 -2.2034
H 2.3172 3.1233 -2.9968
H 0.5806 4.7118 -1.9166
H 4.3755 3.4252 0.3700
H 3.7763 4.5258 -0.8697
H 4.5201 2.9981 -1.3353
H 4.4652 1.6659 2.4975
H 3.4482 1.9092 3.9113
H 3.4400 3.0975 2.5999
H 2.7100 -1.4171 2.3295
H 1.0613 -1.0620 2.8461
H 2.4144 -0.5883 3.8588
H 1.2129 2.7157 4.3606
H -1.0302 3.4506 5.1334
H -3.0296 2.8142 3.7640
H -2.6871 1.5152 1.7104
C -1.9489 -1.6820 5.8301
C -2.7016 -0.9355 4.9328
C -2.5015 -1.0870 3.5690
C -1.5509 -1.9751 3.0534
C -0.8221 -2.7277 3.9769
C -1.0133 -2.5835 5.3461
Si -1.3034 -2.0435 1.1664
C -3.0798 -2.1883 0.4917
C -3.4706 -1.6052 -0.7165
C -4.7675 -1.7306 -1.2046
C -5.7075 -2.4521 -0.4865
C -5.3431 -3.0514 0.7134
C -4.0480 -2.9206 1.1905
C -0.5102 -3.7297 0.7922
C 0.7672 -4.0489 1.2678
C 1.3672 -5.2683 0.9919
C 0.7046 -6.2061 0.2113
C -0.5588 -5.9136 -0.2791
C -1.1570 -4.6937 0.0140
H -2.1007 -1.5708 6.8966
H -3.4504 -0.2416 5.2967
H -3.1219 -0.5153 2.8858
H -0.0943 -3.4509 3.6288
H -0.4325 -3.1845 6.0355
H -2.7467 -1.0632 -1.3123
H -5.0377 -1.2667 -2.1456
H -6.7190 -2.5537 -0.8599
H -6.0724 -3.6208 1.2771
H -3.7833 -3.3879 2.1336
H 1.3148 -3.3249 1.8635
H 2.3554 -5.4845 1.3803
H 1.1702 -7.1580 -0.0113
H -1.0863 -6.6395 -0.8864
H -2.1521 -4.4932 -0.3684
*
```

HOMO level in eV: -5.7
HOMO-LUMO gap in eV: 4.96
E_tot in hartree: -6593.26820
Lowest unoccupied orbital energy in eV: -0.70

=====

Record 5
The following is a DFT calculation (ωB97M-V/def2-TZVPD) of a structure of composition C35H61ClI2N4O6 at a distorted geometry.

Geometry as ORCA input:
```
! RIJCOSX wB97M-V def2-TZVPD def2/J DEFGRID3
* xyz 0 1
C -3.3372 3.1907 -0.7425
C -2.5675 1.8656 -0.7466
C -1.1842 1.9435 -0.0641
C 0.0071 1.9906 -1.0674
C 0.7409 3.3308 -0.9289
C 0.8829 0.7226 -1.0848
C -0.0162 -0.5206 -1.2925
C -0.7576 -1.2178 -0.1346
O -2.1636 -1.0463 -0.2805
C -0.3897 -2.7445 -0.1177
N -1.5516 -3.6222 0.1552
O 1.7929 0.7298 -2.2338
C 1.2768 0.9360 -3.5184
C 1.7599 2.3161 -4.0682
O 2.9119 2.7499 -3.3685
O 3.2102 4.0575 -3.8322
C 1.6527 -0.1668 -4.5350
I 0.0969 -1.6768 -4.6815
C 3.0339 -0.8494 -4.4128
C 4.1842 0.0713 -4.0451
I 3.1085 -2.6246 -3.1919
C 1.9025 0.6087 0.1207
C 2.3302 -0.8413 0.2712
O 3.6300 -0.9752 0.8201
C 3.8022 -2.2150 1.4511
C 3.1888 1.3950 -0.2896
O 3.8729 1.8527 0.8929
C 5.2389 1.8795 0.7470
C 6.0399 1.0381 1.5116
C 7.4292 1.0852 1.3569
C 8.0232 1.9621 0.4322
C 7.2090 2.8116 -0.3246
C 5.8251 2.7723 -0.1647
N 1.3844 1.1819 1.3571
C 1.7769 0.5991 2.6303
C 0.7842 -0.3833 3.2511
C -0.5299 0.3241 3.5672
Cl -1.9518 -0.7143 3.2968
H -3.0838 3.8146 -1.5941
H -4.4044 2.9885 -0.7837
H -3.1571 3.7139 0.1921
H -3.1526 1.1438 -0.1869
H -2.4861 1.4552 -1.7492
H -1.0703 1.1707 0.6803
H -1.1808 2.8795 0.4870
H -0.4954 2.0539 -2.0310
H 0.0226 4.1319 -0.7834
H 1.4368 3.3822 -0.1004
H 1.3041 3.5917 -1.8180
H -0.7738 -0.2456 -2.0222
H 0.6038 -1.2577 -1.7862
H -0.5526 -0.8011 0.8422
H -2.4152 -1.3850 -1.1448
H 0.0363 -3.0205 -1.0800
H 0.3355 -2.9340 0.6659
H -1.7527 -4.1570 -0.6797
H -1.2673 -4.3217 0.8282
H 0.1939 1.0105 -3.5674
H 0.9685 3.0553 -3.9263
H 1.9827 2.2817 -5.1340
H 2.6169 4.6237 -3.3160
H 1.6111 0.2465 -5.5322
H 3.2492 -1.2517 -5.3952
H 4.1613 0.9851 -4.6277
H 4.2115 0.2710 -2.9832
H 5.1089 -0.4433 -4.2914
H 2.3425 -1.2935 -0.7160
H 1.6293 -1.4140 0.8718
H 3.1375 -2.3295 2.3111
H 3.6506 -3.0424 0.7559
H 4.8246 -2.2670 1.8110
H 3.8565 0.7854 -0.8819
H 2.9575 2.2635 -0.8883
H 5.5988 0.3512 2.2142
H 8.0629 0.4332 1.9369
H 9.0937 1.9791 0.3106
H 7.6436 3.4916 -1.0392
H 5.1947 3.4213 -0.7519
H 1.5592 2.1701 1.3987
H 2.7786 0.1747 2.6407
H 1.8200 1.4243 3.3422
H 1.2185 -0.6926 4.1987
H 0.6143 -1.2607 2.6380
H -0.6313 1.2404 3.0000
H -0.5487 0.5891 4.6171
C -4.5016 -3.5662 1.8835
C -5.9442 -3.8191 1.4621
C -6.4233 -5.2312 1.8190
C -5.6071 -6.2495 1.1578
N -4.9508 -7.0283 0.6404
H -3.8133 -4.2352 1.3719
H -4.1954 -2.5507 1.6328
H -4.3771 -3.7041 2.9614
H -6.0422 -3.6639 0.3867
H -6.6054 -3.0966 1.9446
H -7.4606 -5.3742 1.5150
H -6.3650 -5.3937 2.8966
C -7.1015 0.7547 3.0789
C -5.7773 0.0159 2.9203
C -5.1433 0.2122 1.5386
C -6.0149 -0.2935 0.4791
N -6.7140 -0.6940 -0.3314
H -7.8481 0.3888 2.3726
H -7.5014 0.6145 4.0832
H -6.9750 1.8264 2.9139
H -5.9301 -1.0509 3.0974
H -5.0694 0.3651 3.6735
H -4.1918 -0.3201 1.4791
H -4.9480 1.2703 1.3548
*
```

HOMO level in eV: -8.6
HOMO-LUMO gap in eV: 8.49
E_tot in hartree: -3096.07180
Lowest unoccupied orbital energy in eV: -0.13